1.
Here is a 12-piece molecular cluster, H24O12 overall in a non-equilibrium geometry from the Open Molecules 2025 dataset. Energies are from ωB97M-V with the def2-TZVPD basis set.

The geometry in ORCA input format:
```
! wB97M-V def2-TZVPD RIJCOSX def2/J DEFGRID3
* xyz 0 1
O -2.028 -1.760 -2.113
H -1.629 -1.486 -2.902
H -2.062 -1.070 -1.482
O -2.278 0.768 -1.084
H -2.096 0.635 -0.082
H -1.676 1.368 -1.485
O 1.209 -2.464 1.282
H 1.866 -1.708 1.190
H 1.120 -2.993 0.496
O 0.114 1.494 -2.571
H -0.361 0.846 -3.159
H 0.333 0.954 -1.825
O 3.214 0.570 -2.079
H 4.126 0.891 -2.118
H 2.682 1.067 -1.450
O -1.731 1.184 1.581
H -2.294 1.735 2.170
H -1.254 0.568 2.179
O -0.629 3.093 -0.167
H -0.659 2.341 0.414
H -1.424 3.500 0.112
O 1.479 -2.086 -2.222
H 2.356 -1.750 -2.178
H 1.135 -1.417 -1.668
O -1.315 -1.562 0.990
H -2.195 -1.687 1.398
H -0.645 -2.231 1.181
O 1.605 1.084 1.687
H 2.181 0.637 2.313
H 1.627 2.072 1.808
O 0.545 -0.200 -0.536
H -0.361 -0.489 -0.382
H 0.751 0.172 0.341
O -0.568 -0.288 3.431
H -1.082 -0.892 3.976
H -0.073 -0.882 2.940
*
```

The HOMO energy comes out at -10.27 eV. The value obtained for the orbital gap is 9.85 eV. The value obtained for the total energy is -24959.5371 eV. The calculation puts the energy relative to the best compared isomer or geometry (same formula, charge and spin) at 2.157 eV. Its LUMO energy is -0.41 eV. Its SMILES is O.O.O.O.O.O.O.O.O.O.O.O.

2.
Here is a 2-piece molecular cluster, C8H12N4 overall in a non-equilibrium geometry from the Open Molecules 2025 dataset. Energies are from ωB97M-V with the def2-TZVPD basis set.

The geometry in ORCA input format:
```
! wB97M-V def2-TZVPD RIJCOSX def2/J DEFGRID3
* xyz 0 1
C -0.979 1.248 -2.862
C -0.067 1.635 -1.750
C -0.374 2.126 -0.527
N 0.820 2.209 0.183
C 1.794 1.873 -0.734
N 1.311 1.501 -1.868
H -1.701 2.012 -3.141
H -1.505 0.328 -2.612
H -0.389 0.994 -3.743
H -1.301 2.361 -0.037
H 1.010 3.003 0.792
H 2.832 1.910 -0.440
C -1.954 -2.267 1.728
C -0.480 -1.983 1.549
C 0.165 -0.785 1.693
N 1.459 -1.037 1.293
C 1.518 -2.311 0.869
N 0.350 -2.910 0.993
H -2.530 -1.451 1.291
H -2.186 -2.469 2.773
H -2.183 -3.128 1.097
H -0.064 0.208 2.031
H 2.128 -0.310 1.107
H 2.326 -2.758 0.315
*
```

The HOMO energy comes out at -8.42 eV. The value obtained for the orbital gap is 9.05 eV. The value obtained for the total energy is -14450.8565 eV. The calculation puts the energy relative to the best compared isomer or geometry (same formula, charge and spin) at 0.695 eV. Its LUMO energy is 0.63 eV. Its SMILES is Cc1c[nH]cn1.Cc1c[nH]cn1.

3.
Here is one molecule with the formula C24H21BrN2O5 in a non-equilibrium geometry from the Open Molecules 2025 dataset. Energies are from ωB97M-V with the def2-TZVPD basis set.

The geometry in ORCA input format:
```
! wB97M-V def2-TZVPD RIJCOSX def2/J DEFGRID3
* xyz 0 1
O 5.883 3.049 -0.328
N 4.827 3.427 0.141
O 4.649 4.522 0.635
C 3.720 2.515 0.110
C 2.493 2.911 0.637
C 1.411 2.053 0.615
C 1.602 0.797 0.061
C 2.837 0.393 -0.470
C 3.906 1.252 -0.457
C 2.674 -1.027 -0.962
N 3.479 -2.054 -0.323
C 4.861 -2.115 -0.763
C 5.477 -3.399 -0.204
O 5.418 -3.424 1.202
C 4.088 -3.314 1.646
C 3.431 -2.033 1.130
C 1.198 -1.251 -0.664
C 0.515 -2.355 -0.946
C -0.939 -2.583 -0.660
O -1.601 -1.343 -0.593
C -2.917 -1.296 -0.280
C -3.744 -2.419 -0.089
C -5.068 -2.256 0.212
C -5.644 -0.978 0.338
C -7.009 -0.802 0.643
C -7.546 0.448 0.760
C -6.739 1.581 0.576
C -5.411 1.449 0.280
C -4.826 0.172 0.151
C -3.468 -0.036 -0.152
Br -2.290 1.429 -0.409
O 0.657 -0.157 -0.040
H 2.406 3.902 1.055
H 0.446 2.341 0.996
H 4.869 0.994 -0.871
H 2.863 -1.099 -2.039
H 4.891 -2.136 -1.854
H 5.449 -1.257 -0.400
H 6.533 -3.468 -0.468
H 4.937 -4.265 -0.616
H 4.127 -3.316 2.736
H 3.504 -4.179 1.296
H 2.389 -2.001 1.455
H 3.964 -1.161 1.544
H 1.042 -3.169 -1.414
H -1.049 -3.128 0.293
H -1.368 -3.204 -1.461
H -3.333 -3.411 -0.183
H -5.695 -3.124 0.356
H -7.621 -1.681 0.782
H -8.593 0.574 0.994
H -7.174 2.564 0.671
H -4.795 2.324 0.139
*
```

The HOMO energy comes out at -8.11 eV. The value obtained for the orbital gap is 7.74 eV. The value obtained for the total energy is -108485.2488 eV. Its LUMO energy is -0.37 eV. Its SMILES is O=[N+]([O-])c1ccc2c(c1)[C@@H](N1CCOCC1)/C(=C/COc1ccc3ccccc3c1Br)O2.

4.
Here is C15H17CuFN2O6P as an isolated structure in a non-equilibrium geometry from the Open Molecules 2025 dataset. Energies are from ωB97M-V with the def2-TZVPD basis set.

The geometry in ORCA input format:
```
! wB97M-V def2-TZVPD RIJCOSX def2/J DEFGRID3
* xyz 0 1
C 4.069 -1.569 0.748
C 2.759 -0.795 0.139
C 2.546 -1.258 -1.378
O 1.226 -1.745 -1.726
C 0.182 -0.935 -1.234
C -0.010 0.588 -1.462
C 1.004 1.419 -2.369
O 1.925 2.095 -1.755
O 0.968 1.503 -3.740
C -1.227 1.323 -0.782
C -1.447 2.920 -0.943
C -0.441 3.616 0.110
C -0.467 2.945 1.564
F -0.757 5.025 0.295
C -2.251 0.566 0.098
C -2.098 -0.966 0.344
C -0.897 -1.672 -0.331
P -0.728 -3.561 0.000
N -0.723 -4.462 -1.521
O 0.816 -3.852 0.699
C -3.260 -1.481 1.306
O -3.400 -2.620 1.798
N -4.058 -0.244 1.496
C -3.552 1.021 0.884
O -4.050 2.177 1.005
H 4.050 -1.328 1.878
H 3.826 -2.687 0.651
H 5.037 -1.256 0.232
H 1.910 -1.034 0.861
H 3.042 0.320 0.130
H 2.900 -0.432 -2.109
H 3.274 -2.140 -1.567
H -1.130 3.296 -1.983
H -2.541 3.163 -0.730
H 0.655 3.581 -0.259
H 0.063 1.922 1.620
H -1.535 2.807 1.991
H 0.088 3.619 2.343
H -1.705 -4.801 -1.620
H -0.181 -5.328 -1.311
H 1.080 -2.991 1.096
H -5.027 -0.446 1.209
Cu 0.064 3.697 4.327
*
```

The HOMO energy comes out at -7.22 eV. The value obtained for the orbital gap is 2.32 eV. The value obtained for the total energy is -87731.0590 eV. Its LUMO energy is -4.90 eV.

5.
Here is a 2-piece molecular cluster, C3H10NP overall in a non-equilibrium geometry from the Open Molecules 2025 dataset. Energies are from ωB97M-V with the def2-TZVPD basis set.

The geometry in ORCA input format:
```
! wB97M-V def2-TZVPD RIJCOSX def2/J DEFGRID3
* xyz 0 1
C -0.839 1.070 -0.041
C -1.559 -1.267 0.124
C -0.745 -0.310 -0.726
N 2.451 0.768 -0.126
P 1.871 -0.861 -0.051
H -1.560 1.150 0.864
H 0.110 1.450 0.332
H -1.102 1.788 -0.687
H -1.188 -1.629 1.114
H -1.647 -2.259 -0.562
H -2.676 -0.975 0.258
H -0.683 -0.219 -1.722
H 3.195 0.820 -0.781
H 2.531 1.267 0.744
H 1.841 -0.794 1.261
*
```

The HOMO energy (alpha / beta) comes out at -7.36 / -7.17 eV. The value obtained for the orbital gap (alpha / beta) is 7.69 / 7.73 eV. The value obtained for the total energy is -14048.3872 eV. The calculation puts the energy relative to the best compared isomer or geometry (same formula, charge and spin) at 3.842 eV. Its LUMO energy (alpha / beta) is 0.33 / 0.56 eV.

6.
Here is C26H43F5InP2 as an isolated structure in a non-equilibrium geometry from the Open Molecules 2025 dataset. Energies are from ωB97M-V with the def2-TZVPD basis set.

The geometry in ORCA input format:
```
! wB97M-V def2-TZVPD RIJCOSX def2/J DEFGRID3
* xyz 1 1
In -0.836 0.710 0.659
C -0.462 -2.634 3.057
C 0.891 -2.753 2.643
C 0.782 -1.183 4.328
C -0.524 -1.677 4.097
C 1.672 -1.854 3.436
C -1.620 -3.394 2.517
H -1.374 -3.872 1.566
H -2.475 -2.722 2.360
H -1.947 -4.183 3.214
C -1.724 -1.272 4.854
H -2.601 -1.819 4.510
H -1.916 -0.212 4.731
H -1.592 -1.458 5.918
C 1.149 -0.199 5.354
H 0.944 -0.586 6.357
H 0.569 0.720 5.246
H 2.206 0.059 5.303
C 3.143 -1.671 3.380
H 3.648 -2.190 4.220
H 3.401 -0.598 3.448
H 3.554 -2.076 2.439
C 1.419 -3.651 1.589
H 1.783 -4.603 2.002
H 2.256 -3.180 1.062
H 0.636 -3.884 0.860
C -1.801 0.988 -3.994
C -1.781 -0.367 -3.773
C -1.079 -1.289 -4.743
C 0.363 -0.892 -5.051
C 1.044 -0.214 -3.921
C 1.177 1.125 -3.845
C 0.405 2.126 -4.693
C -1.030 1.695 -5.036
H -1.705 -1.284 -5.652
H 0.421 -0.277 -5.948
H -1.068 -2.335 -4.398
H -1.074 1.129 -5.983
H -2.483 1.646 -3.450
H -2.649 -0.883 -3.345
H -1.602 2.612 -5.228
H 0.330 3.114 -4.195
H 2.088 1.531 -3.421
H 0.994 2.289 -5.610
H 0.944 -1.795 -5.261
H 1.604 -0.885 -3.274
P -1.528 0.205 -1.639
P 1.608 1.554 0.276
C -0.502 1.818 -1.770
C 0.802 2.464 -1.127
H -1.224 2.616 -2.027
H -0.036 1.363 -2.679
H 1.576 2.539 -1.913
H 0.523 3.479 -0.804
C 2.525 2.779 1.191
H 3.293 2.281 1.766
H 1.849 3.279 1.875
H 2.989 3.522 0.526
C 2.743 0.251 -0.296
H 3.526 0.653 -0.959
H 2.216 -0.573 -0.805
H 3.210 -0.163 0.616
C -3.318 0.430 -1.306
H -3.708 -0.431 -0.716
H -3.745 0.448 -2.326
H -3.535 1.373 -0.752
C -0.747 -1.455 -1.501
H 0.139 -1.524 -0.836
H -0.427 -1.637 -2.544
H -1.518 -2.168 -1.156
F -1.704 3.310 1.190
C -1.715 2.241 2.103
F -3.008 1.815 2.250
C -1.213 2.786 3.433
F 0.124 3.082 3.377
F -1.857 3.923 3.786
F -1.417 1.886 4.438
*
```

The HOMO energy (alpha / beta) comes out at -7.43 / -7.44 eV. The value obtained for the orbital gap (alpha / beta) is 3.27 / 3.30 eV. The value obtained for the total energy is -64983.1329 eV. The calculation puts the energy relative to the best compared isomer or geometry (same formula, charge and spin) at 0.521 eV. Its LUMO energy (alpha / beta) is -4.16 / -4.14 eV.

Copy entry 5 word for word.
Here is a 2-piece molecular cluster, C3H10NP overall in a non-equilibrium geometry from the Open Molecules 2025 dataset. Energies are from ωB97M-V with the def2-TZVPD basis set.

The geometry in ORCA input format:
```
! wB97M-V def2-TZVPD RIJCOSX def2/J DEFGRID3
* xyz 0 1
C -0.839 1.070 -0.041
C -1.559 -1.267 0.124
C -0.745 -0.310 -0.726
N 2.451 0.768 -0.126
P 1.871 -0.861 -0.051
H -1.560 1.150 0.864
H 0.110 1.450 0.332
H -1.102 1.788 -0.687
H -1.188 -1.629 1.114
H -1.647 -2.259 -0.562
H -2.676 -0.975 0.258
H -0.683 -0.219 -1.722
H 3.195 0.820 -0.781
H 2.531 1.267 0.744
H 1.841 -0.794 1.261
*
```

The HOMO energy (alpha / beta) comes out at -7.36 / -7.17 eV. The value obtained for the orbital gap (alpha / beta) is 7.69 / 7.73 eV. The value obtained for the total energy is -14048.3872 eV. The calculation puts the energy relative to the best compared isomer or geometry (same formula, charge and spin) at 3.842 eV. Its LUMO energy (alpha / beta) is 0.33 / 0.56 eV.